{
  "formula": "C49H56CsF2Ge2N6OS",
  "method": "ωB97M-V with the def2-TZVPD basis set",
  "orbital_gap_ev": 5.25,
  "lumo_ha": 0.0748,
  "e_homo_ev": -3.21,
  "charge": -1,
  "spin_multiplicity": 1,
  "relative_energy_kcal_mol": 0.0,
  "symbols": ["Cs", "F", "C", "C", "C", "C", "C", "F", "C", "C", "C", "C", "C", "C", "N", "H", "H", "H", "H", "H", "H", "C", "C", "N", "C", "C", "C", "S", "N", "C", "O", "C", "C", "C", "C", "C", "C", "H", "H", "H", "H", "H", "H", "H", "H", "H", "H", "H", "H", "H", "H", "H", "N", "C", "C", "C", "C", "C", "N", "C", "C", "C", "C", "C", "N", "H", "H", "H", "H", "H", "H", "H", "H", "H", "C", "C", "Ge", "C", "C", "C", "C", "Ge", "C", "C", "C", "C", "C", "C", "C", "C", "C", "C", "H", "H", "H", "H", "H", "H", "H", "H", "H", "H", "H", "H", "H", "H", "H", "H", "H", "H", "H", "H", "H", "H", "H", "H", "H", "H"],
  "positions_angstrom": [[0.39590, 0.59036, -0.24807], [5.41121, 1.84767, 1.33378], [4.37295, 1.05589, 1.67587], [3.19258, 1.63915, 2.08054], [2.09286, 0.84509, 2.42837], [2.22693, -0.55141, 2.35553], [3.44863, -1.07460, 1.95543], [3.58075, -2.41775, 1.87395], [4.53989, -0.30842, 1.60460], [1.10759, -1.53051, 2.55925], [0.89376, -2.18589, 3.76280], [-0.07944, -3.16794, 3.81986], [-0.80443, -3.46442, 2.67743], [-0.54670, -2.73726, 1.52654], [0.39554, -1.79612, 1.46384], [3.13714, 2.72026, 2.11207], [5.46581, -0.75609, 1.27350], [1.48821, -1.92760, 4.62958], [-0.26828, -3.69740, 4.74583], [-1.57934, -4.21945, 2.67976], [-1.11458, -2.90011, 0.61653], [5.92494, 1.24118, -2.89155], [4.96727, 1.20421, -4.07299], [3.88862, 2.17169, -3.94617], [4.13212, 3.48431, -4.53712], [3.66762, 3.56034, -5.98370], [2.70488, 1.86652, -3.35832], [2.47990, 0.33312, -2.63061], [1.78543, 2.85492, -3.47703], [0.88254, 3.12530, -2.54104], [0.82304, 2.69799, -1.37036], [-0.18899, 4.11796, -2.94470], [-1.26431, 4.31939, -2.08467], [-2.28556, 5.19787, -2.41977], [-2.22899, 5.89762, -3.61901], [-1.15057, 5.71098, -4.47597], [-0.13702, 4.82196, -4.14196], [6.73642, 0.52113, -3.02473], [5.38471, 0.99025, -1.97803], [6.36817, 2.23301, -2.77231], [4.52937, 0.21252, -4.16752], [5.49519, 1.43119, -5.00376], [5.20749, 3.66739, -4.47030], [3.63331, 4.24457, -3.94187], [4.18338, 2.82112, -6.60140], [3.86456, 4.54967, -6.40467], [2.59671, 3.36384, -6.03178], [-1.28467, 3.77832, -1.14637], [-3.12054, 5.33592, -1.74354], [-3.02130, 6.58735, -3.88349], [-1.10131, 6.25656, -5.41059], [0.70328, 4.65140, -4.80286], [-2.40526, -2.62430, -3.17401], [-2.89825, -1.31855, -3.07018], [-4.27195, -1.11010, -3.24134], [-4.75004, 0.18224, -3.17505], [-3.86829, 1.23012, -2.93642], [-2.53653, 0.90645, -2.76998], [-2.05042, -0.33443, -2.83557], [-1.10273, -3.07006, -2.93977], [-0.65460, -4.21808, -3.60248], [0.62386, -4.66719, -3.34453], [1.43225, -3.96299, -2.46048], [0.88762, -2.84373, -1.85939], [-0.35521, -2.41043, -2.07113], [-3.01316, -3.27838, -3.63455], [-4.93967, -1.94760, -3.40578], [-5.81035, 0.37086, -3.29337], [-4.20006, 2.25588, -2.85523], [-1.80051, 1.68145, -2.57786], [-1.29705, -4.72850, -4.30978], [0.99418, -5.55398, -3.84471], [2.44691, -4.26573, -2.24508], [1.46279, -2.25648, -1.15042], [0.81857, 4.27731, 1.42160], [-0.18278, 3.22912, 1.91607], [0.53947, 1.88047, 3.15566], [1.45421, 2.90103, 4.55687], [0.55971, 3.99700, 5.14519], [-0.90823, 1.07422, 4.16587], [-2.14710, 0.79967, 3.72166], [-2.37488, 0.36391, 1.70053], [-3.79166, 1.60867, 0.91867], [-4.61155, 2.52368, 1.83274], [-3.57128, -1.26437, 2.03722], [-5.05088, -1.01819, 2.35505], [-3.14777, 0.44969, 4.76956], [-4.13169, 1.34693, 5.18986], [-5.05968, 0.98786, 6.15747], [-5.03965, -0.28370, 6.72080], [-4.06218, -1.18276, 6.31664], [-3.12356, -0.81545, 5.36145], [0.31013, 5.10017, 0.91244], [1.52116, 3.85688, 0.70124], [1.39193, 4.70798, 2.24883], [-0.69320, 2.73820, 1.08446], [-0.97576, 3.69293, 2.51001], [2.38475, 3.32631, 4.17599], [1.73862, 2.17963, 5.32944], [0.32733, 4.76038, 4.39868], [1.03165, 4.50337, 5.99162], [-0.39416, 3.59539, 5.49501], [-0.72847, 1.08401, 5.24810], [-4.45876, 0.96376, 0.33484], [-3.26481, 2.22244, 0.17625], [-5.18102, 1.95251, 2.56962], [-5.32747, 3.14609, 1.28036], [-3.96382, 3.20454, 2.39515], [-3.10546, -1.85867, 2.82920], [-3.50072, -1.88140, 1.13093], [-5.18715, -0.36893, 3.22199], [-5.59639, -1.94716, 2.56313], [-5.55948, -0.53408, 1.51726], [-4.16642, 2.33217, 4.74209], [-5.81015, 1.70519, 6.46875], [-5.77327, -0.56748, 7.46523], [-4.02929, -2.17758, 6.74567], [-2.36362, -1.52116, 5.04525]],
  "forces_ev_per_a": [[-0.449, -1.859, 0.105], [-0.009, -0.023, 0.013], [0.023, 0.077, -0.071], [-0.172, 0.020, 0.048], [0.078, -0.125, 0.236], [-0.118, 0.079, 0.107], [-0.055, -0.051, -0.094], [0.017, 0.043, 0.014], [0.032, -0.055, -0.001], [0.005, -0.037, -0.151], [0.037, 0.109, 0.118], [-0.001, -0.026, 0.025], [-0.097, 0.053, -0.018], [0.158, 0.151, 0.088], [0.114, -0.683, 0.262], [0.013, -0.023, -0.002], [-0.018, -0.005, 0.008], [-0.012, -0.005, 0.008], [0.006, 0.002, -0.003], [0.009, 0.008, 0.008], [0.026, 0.008, 0.006], [0.027, 0.010, 0.063], [-0.028, 0.028, -0.068], [0.153, -0.073, -0.078], [0.026, -0.077, 0.081], [-0.017, 0.007, -0.067], [-0.147, 0.152, 0.273], [0.337, 0.241, -0.663], [0.003, -0.098, 0.070], [-0.069, 0.060, -0.040], [0.571, 1.848, -1.127], [0.044, -0.101, -0.015], [-0.057, 0.088, 0.023], [0.071, -0.009, -0.039], [0.037, -0.025, 0.004], [0.017, -0.037, 0.023], [-0.057, -0.015, -0.061], [-0.026, 0.011, -0.018], [0.005, 0.009, -0.020], [-0.012, -0.008, 0.000], [-0.017, 0.003, 0.017], [0.037, -0.003, -0.005], [0.017, 0.015, -0.016], [-0.045, -0.026, 0.020], [-0.012, 0.003, 0.014], [0.001, -0.017, 0.018], [0.012, 0.004, 0.005], [-0.003, 0.006, -0.016], [0.001, 0.003, -0.003], [0.001, 0.001, -0.008], [-0.006, 0.005, -0.001], [-0.017, 0.016, 0.010], [0.043, 0.067, 0.041], [0.066, -0.162, 0.087], [-0.051, 0.030, -0.004], [-0.061, -0.009, 0.000], [-0.032, -0.083, 0.042], [0.172, -0.018, 0.032], [0.000, 0.229, -0.065], [-0.161, 0.128, -0.027], [0.023, -0.037, -0.022], [0.014, -0.043, -0.031], [-0.065, 0.002, -0.036], [-0.067, 0.130, 0.066], [0.178, -0.077, 0.198], [0.019, 0.016, -0.005], [0.009, 0.012, 0.001], [0.014, -0.004, -0.007], [0.007, -0.015, -0.015], [-0.041, 0.014, -0.019], [0.008, 0.000, -0.001], [0.000, 0.006, 0.004], [-0.005, -0.002, -0.002], [0.048, -0.083, -0.003], [-0.027, -0.023, 0.039], [0.130, 0.003, -0.175], [-0.212, -0.035, 0.024], [0.049, 0.225, 0.236], [0.050, 0.009, 0.024], [-0.181, -0.016, -0.009], [0.170, -0.074, 0.230], [-0.592, -0.138, 0.416], [-0.047, 0.247, 0.153], [0.006, -0.040, -0.010], [-0.160, 0.038, -0.116], [0.039, -0.065, -0.017], [0.111, -0.030, -0.177], [-0.005, -0.017, 0.003], [0.013, -0.024, -0.017], [0.040, 0.065, -0.046], [0.026, 0.042, -0.041], [-0.038, -0.063, 0.015], [-0.007, -0.014, -0.005], [-0.030, -0.044, 0.012], [-0.027, 0.002, -0.006], [-0.002, 0.180, 0.090], [0.000, 0.022, 0.013], [0.003, 0.035, 0.034], [0.013, 0.032, 0.031], [0.014, -0.020, 0.001], [0.011, -0.007, -0.009], [0.020, -0.037, -0.015], [0.011, -0.036, -0.020], [0.007, 0.003, -0.009], [-0.032, 0.034, 0.030], [0.014, -0.026, -0.040], [0.014, 0.003, -0.007], [0.029, -0.036, -0.020], [-0.038, 0.024, 0.014], [-0.005, 0.004, 0.014], [0.058, -0.025, 0.035], [0.009, -0.013, -0.010], [0.027, 0.005, -0.008], [-0.009, 0.008, 0.010], [-0.004, -0.002, 0.000], [-0.003, 0.010, -0.004], [0.004, -0.001, 0.007], [0.000, 0.016, 0.016]]
}

{
  "formula": "C4H12O",
  "method": "ωB97M-V with the def2-TZVPD basis set",
  "orbital_gap_ev": 11.25,
  "lumo_ha": 0.0335,
  "smiles": "CCO.CC",
  "e_homo_ev": -10.34,
  "spin_multiplicity": 1,
  "relative_energy_kcal_mol": 16.1,
  "symbols": ["C", "C", "O", "H", "H", "H", "H", "H", "H", "C", "C", "H", "H", "H", "H", "H", "H"],
  "positions_angstrom": [[1.19709, -1.60579, 2.93037], [0.10195, -2.26511, 2.11594], [-0.29264, -1.35077, 1.09007], [2.15865, -1.55365, 2.41701], [1.25988, -2.02414, 3.91268], [0.94503, -0.54707, 3.09852], [0.50567, -3.16589, 1.64951], [-0.76145, -2.41572, 2.76629], [-0.57422, -1.82402, 0.30830], [-0.82241, 1.89454, -3.07293], [-0.13189, 3.21611, -2.78148], [-1.28386, 1.47403, -2.17193], [-1.63284, 1.88497, -3.79835], [-0.14724, 1.12349, -3.34465], [0.85396, 3.29190, -3.23572], [0.03835, 3.40455, -1.71740], [-0.75805, 4.03042, -3.15618]],
  "forces_ev_per_a": [[-0.205, 1.298, -0.407], [0.377, 0.764, -0.224], [0.174, 0.279, -0.020], [-0.011, -0.438, 0.084], [0.372, -0.579, 0.514], [-0.228, -0.253, -0.095], [-0.404, -0.301, 0.283], [0.019, -0.577, -0.070], [-0.095, -0.189, -0.069], [-0.737, -0.529, 1.123], [-0.233, 0.508, -0.105], [-0.058, 0.283, 0.072], [0.172, 0.476, -0.274], [0.859, -0.638, -0.543], [-0.062, 0.000, -0.280], [-0.209, -0.217, -0.070], [0.269, 0.112, 0.083]]
}

{
  "formula": "C4H14NO2S",
  "method": "ωB97M-V with the def2-TZVPD basis set",
  "orbital_gap_ev": 6.82,
  "lumo_ha": 0.1381,
  "e_homo_ev": -3.06,
  "charge": -1,
  "spin_multiplicity": 1,
  "relative_energy_kcal_mol": 19.4,
  "symbols": ["C", "C", "S", "C", "N", "C", "H", "H", "H", "H", "H", "H", "H", "H", "H", "H", "H", "H", "O", "H", "H", "O"],
  "positions_angstrom": [[0.30894, 1.88023, 0.66622], [0.87096, 0.98694, -0.45568], [2.32331, -0.05706, -0.11563], [-1.22155, 1.72619, 0.89948], [-1.68615, 0.72418, 1.86719], [-2.00949, -0.60892, 1.35244], [0.66399, 1.53125, 1.65291], [0.63573, 2.90907, 0.60941], [1.15800, 1.66785, -1.25825], [0.11213, 0.30060, -0.82348], [-1.72716, 2.62548, 1.33475], [-1.74320, 1.52423, -0.05711], [-1.13334, 0.62097, 2.70537], [-2.51292, -0.55524, 0.40201], [-2.49005, -1.13700, 2.18450], [-1.19607, -1.33164, 1.21711], [-0.98424, -0.34274, -2.66527], [-0.47173, -1.72601, -2.16354], [-1.07634, -1.30020, -2.81531], [0.97047, -1.86098, -0.39698], [1.06757, -3.07211, -1.24887], [0.37651, -2.53466, -0.83912]],
  "forces_ev_per_a": [[-0.777, -1.479, 1.590], [0.362, 0.400, -0.059], [0.065, -0.175, 0.399], [-0.842, 0.939, 0.283], [-0.251, -0.989, -0.864], [1.107, -0.556, 1.315], [0.556, 0.052, -0.416], [-0.101, 0.367, -0.350], [-0.211, -0.116, -0.327], [-0.415, 0.214, -0.043], [0.911, 0.075, -0.765], [0.162, 0.034, 0.413], [0.363, 0.378, -0.165], [-0.715, -0.028, -0.006], [-1.083, 0.166, -0.478], [0.745, 0.534, -0.513], [0.082, -0.671, -0.030], [-0.255, 0.228, -0.038], [0.025, 0.505, -0.004], [-0.198, 0.293, -0.071], [-0.248, -0.086, -0.084], [0.719, -0.085, 0.213]]
}

{
  "formula": "C17H21B2Br8NO19",
  "method": "ωB97M-V with the def2-TZVPD basis set",
  "orbital_gap_ev": 6.27,
  "lumo_ha": 0.1005,
  "e_homo_ev": -3.53,
  "charge": -2,
  "spin_multiplicity": 1,
  "relative_energy_kcal_mol": 8.0,
  "symbols": ["N", "H", "H", "H", "H", "O", "C", "O", "B", "O", "C", "O", "O", "C", "O", "C", "O", "O", "O", "C", "O", "B", "O", "C", "O", "O", "C", "O", "C", "O", "O", "O", "C", "O", "O", "H", "Br", "C", "C", "Br", "H", "H", "H", "H", "Br", "C", "C", "Br", "H", "H", "H", "H", "Br", "C", "C", "Br", "H", "H", "H", "H", "Br", "C", "C", "Br", "H", "H", "H", "H"],
  "positions_angstrom": [[-0.56686, -0.24386, -1.03348], [-0.33086, -1.07618, -1.56708], [0.09964, -0.06850, -0.26229], [-1.48156, -0.37195, -0.60576], [-0.57781, 0.54556, -1.69348], [4.03784, -2.15742, 0.24631], [3.97466, -1.08867, 0.79209], [4.95300, -0.58550, 1.53117], [4.39897, 0.50998, 2.36874], [3.05093, 0.74380, 1.80794], [2.68016, -0.29416, 1.08917], [1.57016, -0.47212, 0.67686], [4.43543, 0.13143, 3.80314], [5.21150, 0.99726, 4.44683], [5.42643, 1.08199, 5.61766], [5.72900, 2.00709, 3.37899], [5.32204, 1.64422, 2.17984], [6.50479, 2.88687, 3.63446], [-2.60358, 1.67614, -0.52681], [-2.02688, 2.60796, -0.02009], [-2.16452, 3.88427, -0.27169], [-1.25364, 4.68931, 0.53978], [-0.53312, 3.68871, 1.36297], [-0.96299, 2.49442, 1.08735], [-0.64897, 1.46330, 1.63360], [-1.96401, 5.69856, 1.34478], [-1.58020, 6.90808, 0.96391], [-1.94335, 7.94731, 1.43551], [-0.43814, 6.72154, -0.09478], [-0.30441, 5.43712, -0.28168], [0.16687, 7.59707, -0.64900], [0.00205, 1.52477, -3.13750], [0.80966, 2.46370, -2.51198], [1.28114, 3.39939, -3.19419], [0.87714, 2.37297, -1.26312], [-0.02034, 1.87531, -4.04051], [1.48851, -1.58220, -3.19488], [3.42438, -1.87792, -2.86399], [3.65864, -3.30194, -2.46223], [5.58398, -3.71877, -2.48273], [3.72164, -1.19182, -2.07539], [3.96176, -1.59819, -3.76567], [3.30952, -4.01502, -3.20360], [3.22726, -3.53045, -1.49221], [-2.80609, -0.81142, 1.66529], [-4.70658, -1.15339, 1.90838], [-5.39851, 0.15698, 1.60558], [-7.33024, -0.20099, 1.45364], [-4.84704, -1.57082, 2.90156], [-4.96310, -1.93605, 1.19873], [-5.02011, 0.54267, 0.66277], [-5.35286, 0.90368, 2.38999], [1.23980, -2.78324, 4.25126], [0.29304, -2.77538, 2.54511], [0.97908, -3.59603, 1.49180], [-0.06797, -3.59802, -0.19560], [0.18105, -1.74310, 2.21952], [-0.70790, -3.12597, 2.78643], [1.23423, -4.61241, 1.77936], [1.90829, -3.11884, 1.18239], [-5.61026, -4.78501, -4.64866], [-5.01584, -3.30113, -3.51360], [-3.50421, -3.32477, -3.28074], [-2.90485, -1.77923, -2.21339], [-5.53830, -3.24396, -2.55758], [-5.37084, -2.36127, -3.93672], [-2.94325, -3.37542, -4.20993], [-3.25337, -4.23029, -2.73254]],
  "forces_ev_per_a": [[-0.302, -0.054, 0.301], [0.332, -0.020, 0.398], [0.212, 0.132, -0.384], [-0.040, 0.391, 0.035], [0.134, 0.370, 0.137], [-0.265, 0.019, -0.910], [0.507, -1.185, 2.030], [-0.943, -0.258, -0.651], [0.777, -0.015, -0.879], [-0.017, -0.457, 0.865], [0.648, 1.982, -0.324], [-0.013, -0.990, -0.152], [-0.094, 0.180, -0.234], [-0.597, 0.864, -0.600], [0.043, -0.487, 0.107], [1.355, 0.113, 0.419], [-0.922, 0.019, 0.750], [-0.279, 0.096, -0.106], [-0.295, 0.203, -0.147], [0.604, 0.093, 0.120], [-0.941, -0.239, -0.639], [0.844, -0.132, 0.160], [-0.146, 0.506, 0.350], [0.202, -0.775, 0.294], [-0.090, 0.102, -0.252], [-0.229, -0.105, -0.191], [0.861, 0.093, 0.358], [-0.291, 0.052, -0.138], [-0.440, 0.455, -0.241], [0.040, -0.311, -0.138], [-0.119, 0.039, 0.271], [-0.214, -0.300, -0.974], [0.944, 3.194, 2.117], [-0.442, -1.475, -0.777], [-0.449, -1.350, -0.475], [-0.152, -0.281, 0.031], [0.905, -0.216, -0.229], [0.013, 0.349, 0.118], [-0.063, -0.654, -0.461], [-0.199, 0.249, 0.274], [-0.233, -0.035, 0.016], [-0.264, -0.098, -0.153], [-0.337, 0.197, -0.008], [0.335, 0.051, 0.047], [0.043, -0.102, 0.427], [0.348, -0.157, -0.201], [-0.334, -0.509, 0.086], [0.057, 0.053, -0.147], [-0.091, 0.358, 0.103], [-0.104, 0.192, -0.144], [-0.297, 0.171, -0.016], [0.370, -0.072, 0.003], [0.137, -0.032, -0.364], [-0.931, 0.155, -0.007], [0.834, 0.347, -0.365], [0.122, -0.263, 0.702], [0.297, 0.041, 0.131], [0.075, -0.213, -0.084], [-0.489, -0.107, -0.058], [-0.047, 0.037, 0.033], [0.194, 0.446, 0.514], [0.104, 1.247, 0.553], [-0.371, -0.534, -0.093], [-0.748, -0.804, -0.752], [-0.023, -0.971, 0.043], [0.374, -0.193, -0.733], [-0.001, 0.433, -0.015], [0.098, 0.168, 0.248]]
}

Question: What is the formula in the fourth record?
Answer: C17H21B2Br8NO19